[1]
The following is a quantum chemistry calculation of the molecule C11H20N2O3, from OMol25.

E_LUMO (hartree): 0.0174
SMILES string: CC[C@H](C)[C@H](N)C(=O)N1CCC[C@H]1C(=O)O
ΔE to the lowest compared entry with this formula, charge and spin (kcal/mol): 81.5

Positions of all 36 atoms, in Å:
H 3.428 -0.703 -0.900
C 0.587 2.383 0.394
C -0.152 -0.546 -3.217
O -1.332 -0.655 1.744
H -1.009 2.109 3.365
C -0.728 -0.061 2.812
C -1.864 -2.401 -1.469
C 0.086 -0.677 -1.698
H 2.256 -1.949 -0.811
C 0.401 0.938 2.393
H 0.724 -0.902 -3.736
H 0.644 3.114 2.996
H -2.611 -1.788 -0.943
H -0.224 0.554 -3.540
C -0.152 2.283 2.670
N 2.569 -1.091 -1.403
H -2.339 -0.934 2.152
H -0.566 0.046 -1.247
H 0.300 -2.825 -1.581
C 1.546 -0.107 -1.102
H 1.514 2.995 0.643
O -1.101 -0.153 3.992
H 1.153 0.544 2.978
N 0.863 1.022 1.001
H -0.179 -2.387 -0.067
O 1.327 -1.116 1.257
C -0.356 -2.117 -1.147
H -1.011 -0.928 -3.625
H 0.380 2.265 -0.676
H -1.053 3.736 1.128
H -2.026 -2.489 -2.473
C 1.230 -0.130 0.508
H -1.509 1.947 0.939
C -0.666 2.673 1.343
H -1.963 -3.501 -1.118
H 1.833 0.850 -1.562

[2]
The following is a quantum chemistry calculation of a structure of composition C11H20N6OS, from OMol25.

E_LUMO (hartree): 0.0186

Positions of all 39 atoms, in Å:
H 1.432 -4.510 1.698
H -0.528 2.158 -3.360
H -0.408 0.434 -3.121
H -1.011 2.202 3.390
C -0.671 0.758 -0.341
H 0.596 3.027 4.006
H -1.787 2.441 -0.543
N 1.337 3.373 1.543
C 1.729 -3.298 0.115
N -0.444 1.029 0.918
N -1.511 1.699 -0.855
N 0.719 -0.948 1.188
H -3.982 0.357 -1.358
H -2.588 -0.684 -1.848
C -0.929 1.355 -3.177
S 1.174 0.997 2.851
C -3.089 0.303 -1.978
H -0.083 -4.169 1.201
C 0.227 3.320 2.104
O -0.903 3.937 1.372
H 0.356 -2.552 -1.379
C 0.376 0.327 1.500
H 0.830 -2.894 2.084
N -0.342 -0.383 -0.874
H 3.491 -2.418 -0.764
C 2.979 -2.881 0.316
H 2.686 -2.115 1.089
H 2.109 2.900 1.648
H -1.651 1.080 -4.166
H 3.421 -3.621 0.511
C 0.328 -1.303 0.132
H 1.449 3.989 0.672
H -2.645 2.370 -2.430
C 0.043 2.533 3.198
H -3.657 0.285 -3.215
C -2.103 1.400 -2.335
C 0.821 -3.842 1.398
H 1.524 -4.232 -0.707
N 0.708 -2.424 -0.485

[3]
The following is a quantum chemistry calculation of the ion C11H20N7OS with charge +1, from OMol25.

Charge: +1
E_LUMO (hartree): -0.1121
SMILES string: NCCCCCn1c(N)nc[n+]1CCSc1nnco1
ΔE to the lowest compared entry with this formula, charge and spin (kcal/mol): 0.0

Positions of all 40 atoms, in Å:
C -1.801 -1.053 0.607
H -2.947 0.438 -0.481
C -1.074 2.392 0.860
H -1.015 -2.745 2.335
H -3.136 2.053 0.943
N 0.531 -3.180 -2.189
H -0.170 -0.226 3.422
H 1.950 0.245 -0.513
O 2.641 -2.609 -1.868
C 1.941 -1.569 -2.382
C 1.589 2.140 -1.529
H 0.122 -0.229 1.212
H 0.724 -2.509 2.395
N 0.697 -1.862 -2.596
C 0.744 3.381 0.473
N -0.435 -1.194 3.559
C -0.230 -1.993 2.346
H 2.250 2.997 -1.549
H 3.380 1.185 -0.764
H -2.305 -0.827 -1.485
C -2.073 -0.187 -0.641
S 2.795 -0.088 -2.733
C -0.346 -1.201 1.031
H -1.170 1.121 -2.075
H -2.381 -0.690 1.450
H 1.579 4.056 0.527
N -0.523 1.777 -0.209
C 1.700 -3.572 -1.787
H -0.063 0.061 -1.267
N -0.288 3.381 1.289
H -2.273 1.865 2.414
H -1.418 -1.183 3.797
H -2.164 -2.055 0.388
H 1.063 2.054 -2.471
C -0.927 0.689 -1.106
C 2.452 0.881 -1.235
H 0.238 -1.707 0.264
H 1.968 -4.542 -1.412
N -2.263 2.067 1.432
N 0.639 2.435 -0.452

[4]
The following is a quantum chemistry calculation of a structure of composition C11H21AgF9GaS, from OMol25.

E_LUMO (hartree): -0.1662

Positions of all 44 atoms, in Å:
F 3.317 -0.172 -1.373
C 1.366 -2.573 1.843
H 0.596 -3.347 1.494
H -4.214 0.860 -1.935
C -4.162 1.676 0.654
H -0.187 -1.132 0.124
H 1.196 -0.518 2.773
H -4.684 3.203 -0.900
F 4.896 -0.092 -3.035
C 0.518 -1.298 2.308
F 3.300 -0.089 1.462
F 4.139 -2.156 -2.221
H -2.445 3.323 -2.921
H -2.876 3.228 -0.351
F 5.559 0.590 -0.948
H -0.214 -1.630 3.118
H -2.034 2.078 1.309
H -3.244 -1.504 0.904
H -4.212 2.981 -3.462
F 6.009 -0.997 0.868
F 6.320 -1.488 -1.882
Ga -2.303 -0.520 1.748
C -3.384 1.627 -1.845
H -3.200 1.845 2.713
C 2.382 -2.286 0.657
C -3.770 2.581 -0.615
Ag -4.224 3.856 -5.170
S 4.826 -0.796 -1.541
H 1.839 -3.018 2.774
H 1.814 -1.815 -0.210
H -5.046 2.169 1.177
C 4.910 -1.522 0.158
F 5.205 -2.895 0.016
C 3.648 -1.404 1.099
H -4.527 0.662 0.280
H -2.754 1.863 -4.016
H 2.758 -3.293 0.274
F 4.056 -1.997 2.336
C -2.938 1.476 1.672
C -3.197 2.511 -3.183
H -2.364 -0.950 3.297
H -2.423 1.077 -1.607
C -0.304 -0.599 1.121
H 0.054 0.485 1.038

[5]
The following is a quantum chemistry calculation of a structure of composition C11H21BFInNO2, from OMol25.

Charge: -1
E_LUMO (hartree): 0.1076

Positions of all 38 atoms, in Å:
H 2.742 -0.976 -2.503
H -2.327 2.059 -2.358
H -0.118 -0.209 2.616
H 1.157 -1.321 -1.810
H -0.836 -3.298 1.447
H 0.051 1.083 3.778
H -1.214 -4.294 0.059
C 1.668 -0.815 -2.628
B -1.277 -1.281 -0.028
H -0.121 2.757 1.787
C -0.516 -3.539 0.431
In -0.700 0.932 -0.299
C -0.539 1.747 1.776
H 1.575 -3.356 0.872
F 2.381 1.358 3.682
H -2.799 5.354 0.284
C 1.367 0.668 -2.638
C -2.585 3.320 -0.693
H -3.293 1.406 -1.045
H 1.368 -1.274 -3.572
H 1.307 0.703 -4.525
C -2.408 2.008 -1.272
O -0.523 -2.385 -0.396
C -2.683 4.422 -0.200
C 0.228 0.825 2.726
H 2.087 0.971 -0.683
N 1.223 1.331 -3.725
H 2.163 -0.091 2.311
H 1.368 2.387 -1.441
H 1.213 -4.421 -0.515
O -2.500 -1.591 0.578
H 1.998 1.556 1.710
H 0.902 -4.967 1.149
C 1.259 1.307 -1.316
H -1.574 1.841 2.122
C 0.891 -4.107 0.477
H -2.671 -0.999 1.312
C 1.735 0.889 2.530

[6]
The following is a quantum chemistry calculation of a structure of composition C11H21Br10Cl3, from OMol25.

E_LUMO (hartree): 0.0009
ΔE to the lowest compared entry with this formula, charge and spin (kcal/mol): 285.2

Positions of all 45 atoms, in Å:
H -0.341 -2.426 5.176
Br -0.280 0.067 6.580
H -1.595 3.714 -0.789
Br 2.083 -1.737 4.824
C 1.581 2.707 1.577
H -1.050 -0.914 -0.064
Br -1.903 -2.205 -1.331
H -3.291 2.167 -2.288
H 0.226 -4.262 -0.903
H -1.695 2.861 -2.941
H -1.191 -4.081 -2.945
C 0.732 -1.133 -3.190
Br 2.007 -4.233 -2.804
H -1.442 -0.415 4.338
C 1.621 0.098 -3.125
Cl 0.280 -1.256 2.007
H 0.898 -2.647 -1.163
Br 0.084 5.018 2.271
H 0.093 2.780 3.263
H 1.726 1.630 1.489
H 2.638 -0.196 -2.866
Br 1.017 1.490 -1.830
Br -2.889 1.987 0.629
C -2.203 2.193 -2.245
C -1.758 2.637 -0.837
Br 1.687 3.374 -0.311
C -0.388 -0.406 4.616
Br 1.283 -2.270 -4.771
Cl 1.213 -1.080 -0.686
H -0.794 2.151 -0.685
H 0.852 -1.910 -2.435
C 0.253 3.037 2.215
H 0.206 0.334 4.081
H 2.387 3.216 2.105
H -0.095 -2.169 3.449
H -0.361 -2.589 -3.457
Br -1.827 0.259 -2.617
C -0.715 -3.163 -2.601
H -0.337 -0.935 -3.261
H 1.543 0.617 -4.081
C -0.127 -0.604 0.426
C 0.180 -1.812 4.441
C 0.513 -3.536 -1.663
Cl -0.227 1.112 0.645
H -0.594 2.529 1.754

[7]
The following is a quantum chemistry calculation of a structure of composition C11H21Br6Cl3O, from OMol25.

E_LUMO (hartree): 0.0007
ΔE to the lowest compared entry with this formula, charge and spin (kcal/mol): 445.0

Positions of all 42 atoms, in Å:
H 0.432 -0.992 2.546
H -3.562 -2.598 -3.427
H -0.345 -0.396 -0.696
H -2.129 -3.020 -1.363
C 2.385 0.558 1.507
H -3.122 -1.802 -0.503
C 1.956 -0.753 4.206
C 0.510 -0.709 3.596
C -0.021 2.909 -2.375
H 0.948 1.123 -1.788
H 4.163 1.350 1.181
Br 2.680 -2.635 3.972
C -1.063 1.097 -1.449
H 0.029 1.055 -3.317
Cl -0.867 -2.581 -0.883
Br -4.722 -4.367 -1.880
Br -2.047 -0.741 -2.441
O -0.538 3.249 -1.106
C 3.322 1.175 0.509
H 1.829 -0.341 5.207
Cl 0.613 -1.044 1.251
C -2.804 -2.172 -1.478
C -0.977 2.121 -0.314
C 0.281 -1.273 -0.529
H 3.551 0.456 -0.277
H -1.925 2.265 0.205
C -3.927 -2.624 -2.400
C 0.047 1.455 -2.303
H 2.169 1.010 2.475
Br 2.946 -1.294 1.976
H -0.194 1.763 0.354
Br -0.185 1.178 3.520
H -0.755 3.120 -3.153
H -0.174 -1.261 4.240
Br 2.589 2.897 -0.156
H -4.735 -1.899 -2.304
H -2.005 1.251 -1.974
H 2.492 -0.035 3.584
Cl 1.810 -1.258 -1.532
H 1.452 0.340 0.987
H -1.066 0.036 -1.202
H 0.955 3.385 -2.468

[8]
The following is a quantum chemistry calculation of a cluster of 2 separate species, C11H21IN3O4 in total, from OMol25.

Charge: +1
E_LUMO (hartree): -0.1425

Positions of all 40 atoms, in Å:
H -1.186 1.517 1.055
C 3.576 -0.075 1.190
H 4.400 0.077 0.493
O -1.539 1.267 -2.884
C -1.274 -0.297 -0.100
H 3.028 0.691 2.988
H -2.085 -1.001 -0.290
H 1.079 -0.794 2.051
C -1.684 0.544 1.124
H 2.988 1.811 1.770
H -3.682 0.525 0.232
C -0.140 -2.569 0.291
C 0.075 -1.052 0.035
C 0.031 -2.895 1.760
O -0.817 -2.700 2.581
H 0.543 -3.181 -0.303
I -4.141 -0.193 2.788
C 0.894 -0.872 -1.298
O 1.271 -3.320 2.131
C -1.982 3.297 -3.907
H -1.245 0.376 -0.957
O -1.171 3.046 -1.742
H 3.772 -0.994 1.744
H -3.386 1.870 1.326
H 1.679 -3.843 1.430
N -1.526 2.479 -2.751
C -3.193 0.816 1.157
H -1.148 -2.866 0.007
H 3.144 -0.460 -1.499
C 1.030 -0.385 1.043
H -1.333 3.060 -4.744
H 1.004 -1.847 -1.797
H -1.352 0.093 2.060
C 2.261 -0.531 -0.874
N 2.348 -0.344 0.389
N 3.465 0.995 2.129
H -1.913 4.341 -3.630
H 0.452 -0.255 -2.081
H 0.763 0.662 1.206
H -3.006 3.006 -4.123

[9]
The following is a quantum chemistry calculation of the molecule C11H21INO2, from OMol25.

E_LUMO (spin up / spin down) (hartree): 0.0083 / -0.0174
2S+1: 2

Positions of all 36 atoms, in Å:
H 3.297 -0.396 1.061
O 1.329 1.198 1.868
C 0.171 -1.595 -0.539
H 2.815 1.696 -0.221
H -2.753 -2.011 -1.426
H 1.192 -2.728 1.943
H 2.118 1.579 -1.982
C 0.990 -0.818 0.639
O -2.447 0.292 1.309
H 1.934 3.193 -0.958
N 0.582 0.597 0.925
C -2.783 -0.947 0.590
C -0.296 2.875 0.255
C 0.675 -1.672 2.045
H 1.093 -1.141 3.002
C -0.524 0.906 -1.480
H 0.562 3.539 0.731
H -1.542 1.516 -1.597
H -1.804 0.034 2.053
H 2.870 -0.855 -0.775
H 0.987 -1.997 -1.312
H 0.057 1.089 -2.506
H 2.872 -2.177 0.601
C -0.879 -0.689 -1.404
C 2.607 -1.044 0.371
H -0.469 -1.864 2.204
H -0.761 3.390 -0.715
H -3.204 -0.183 -1.552
I -0.699 -1.428 -3.504
H -3.965 -1.077 0.697
H -0.402 -2.576 -0.178
H -1.164 2.668 1.012
C 1.897 2.006 -0.915
C -2.472 -0.925 -1.018
C 0.442 1.473 -0.287
H -2.324 -1.927 1.062

[10]
The following is a quantum chemistry calculation of a cluster of 2 separate species, C11H21N2 in total, from OMol25.

Charge: +1
E_LUMO (hartree): -0.2055
ΔE to the lowest compared entry with this formula, charge and spin (kcal/mol): 124.5

Positions of all 34 atoms, in Å:
C 1.996 0.793 0.777
C 3.764 -0.829 1.446
H -0.136 0.780 -1.808
H 5.663 -0.291 -0.715
C -2.853 1.683 0.298
C -2.895 -0.766 0.925
H -1.060 -1.501 1.557
H -3.860 -0.704 -1.816
C -5.052 0.034 0.257
C 3.591 -0.122 -0.890
N -1.812 -0.912 1.332
H -5.516 -0.185 1.273
N -3.164 -0.397 -1.139
H -0.688 -0.494 -0.849
H 3.974 -1.881 0.965
C 3.018 -0.068 0.315
H -2.909 2.027 1.375
C -3.569 0.244 0.081
H -5.612 0.968 0.043
H -3.165 2.423 -0.405
C 4.759 -0.884 -1.175
C 0.802 0.964 0.107
H 2.223 1.332 1.639
H -2.231 -0.510 -1.221
H 0.188 1.743 0.626
H -1.753 1.499 0.263
H 4.691 -1.899 -0.617
H 1.063 -0.545 -1.572
C 0.244 0.126 -0.979
H -5.506 -0.843 -0.256
H 4.745 -0.343 1.616
H 2.993 -0.956 2.292
H 4.923 -1.033 -2.174
H 3.145 0.547 -1.572

[11]
The following is a quantum chemistry calculation of the ion C11H21N2O2 with charge +1, from OMol25.

Charge: +1
E_LUMO (hartree): -0.1030
SMILES string: CC(C)(C)N1C=C[N@H+](C(C)(C)C)C12OO2
ΔE to the lowest compared entry with this formula, charge and spin (kcal/mol): 109.3

Positions of all 36 atoms, in Å:
H 1.854 -0.525 1.670
H -2.583 1.782 -0.997
C 3.030 -1.457 -0.473
C 0.148 -0.872 0.670
C 3.426 1.062 0.151
H 2.433 -2.325 -0.271
H 4.046 -1.475 0.053
C 2.390 -0.017 -0.312
H -4.171 -1.443 0.583
H 3.033 2.148 0.116
C -0.572 1.330 0.938
C 1.608 0.412 -1.582
H 1.024 -0.490 -2.015
H 4.261 1.034 -0.515
H 3.713 0.966 1.119
C -3.195 -0.939 0.940
H -1.138 2.189 0.971
H -2.587 -1.691 1.322
O 0.141 -2.080 0.123
C -2.283 -1.238 -1.245
H -1.465 -1.063 -1.894
H -2.220 -2.240 -0.858
H 1.241 2.063 1.586
O -0.070 -1.927 1.558
H -3.893 1.529 0.211
C -3.258 1.074 -0.646
H 3.236 -1.620 -1.510
C -2.462 -0.240 -0.170
H 2.443 0.726 -2.235
H -4.100 0.992 -1.459
N 1.324 -0.070 0.919
C 0.758 1.202 1.214
N -1.128 0.227 0.312
H 0.816 1.208 -1.593
H -3.205 -1.371 -1.750
H -3.546 -0.302 1.726

[12]
The following is a quantum chemistry calculation of the molecule C11H21N3O4, from OMol25.

E_LUMO (hartree): 0.0070
SMILES string: CC[C@H](C)[C@H](NC(=O)[C@@H](N)CCC(N)=O)C(=O)O
ΔE to the lowest compared entry with this formula, charge and spin (kcal/mol): 91.2

Positions of all 39 atoms, in Å:
O 1.051 -3.544 0.225
C -2.342 -0.183 -0.896
H 4.019 3.374 -0.312
H -3.137 -2.335 -0.939
H 3.807 0.863 -1.666
C -3.368 -1.299 -0.536
O -0.241 0.476 1.886
N 3.065 -2.010 1.188
N -0.452 -1.800 -0.278
C -0.999 -0.424 -0.168
H -2.822 2.036 1.286
H -1.960 -0.209 -1.911
H 3.969 -1.465 1.320
N 3.178 2.989 0.085
O 1.504 1.634 0.694
C -3.564 1.774 0.482
H 2.686 3.672 0.698
H -0.320 0.390 -0.484
H -0.998 -2.678 -0.513
H -3.465 -1.252 0.557
C 0.806 -2.323 0.157
C 2.014 -1.341 0.470
H 3.086 -1.375 -1.554
H -4.467 -1.114 -0.858
H -2.156 1.939 -1.171
H -3.657 1.344 -1.612
O -2.201 -0.366 2.013
H 4.397 0.216 -0.399
H -4.292 2.494 0.224
H 0.419 0.716 1.108
H 3.066 -2.984 1.152
C -2.888 1.244 -0.777
C 2.406 -0.629 -0.939
C 3.381 0.481 -0.672
H -3.956 0.856 1.036
C -1.191 -0.137 1.324
H 1.438 -0.327 -1.403
C 2.602 1.799 0.144
H 1.583 -0.500 1.038

F_max readings, ordered: 5.092 14.976 0.769 4.102 0.868 5.659 14.912 1.382 3.597 4.533 5.398 4.784 eV/A